The molecule C19H19N5O3S at a distorted geometry, computed with wB97M-V/def2-TZVPD.

Results
LUMO level (eV): 0.4
SMILES: COC(=O)c1ccccc1NC(=O)CSc1nnnn1-c1ccc(C)cc1C
Total energy (Eh): -1633.1305
HOMO energy (eV): -8.555
HOMO-LUMO gap (eV): 9.0
ΔE to the lowest compared entry with this formula, charge and spin (kcal/mol): 0.0

```
! RIJCOSX wB97M-V def2-TZVPD def2/J DEFGRID3
* xyz 0 1
C 3.44 -3.29 4.99
H 3.71 -3.36 6.04
H 3.63 -4.25 4.49
H 4.02 -2.52 4.49
O 2.06 -2.98 4.95
C 1.52 -2.86 3.73
O 2.19 -3.02 2.72
C 0.09 -2.52 3.76
C -0.57 -2.44 4.99
C -1.91 -2.12 5.06
C -2.61 -1.87 3.89
C -1.99 -1.94 2.67
C -0.63 -2.26 2.57
N 0.03 -2.34 1.36
C -0.43 -2.03 0.12
O -1.56 -1.71 -0.17
C 0.66 -2.15 -0.94
H 1.66 -2.15 -0.52
H 0.50 -3.05 -1.54
S 0.51 -0.77 -2.11
C 0.51 0.49 -0.93
N 0.81 0.36 0.35
N 0.62 1.55 0.89
N 0.22 2.40 0.04
N 0.14 1.78 -1.14
C -0.33 2.41 -2.32
C -1.62 2.92 -2.31
C -2.12 3.54 -3.43
C -1.34 3.65 -4.58
C -0.05 3.14 -4.56
C 0.49 2.52 -3.44
C 1.90 2.02 -3.45
H 1.91 0.95 -3.69
H 2.48 2.54 -4.20
H 2.37 2.15 -2.48
H 0.57 3.24 -5.44
C -1.89 4.32 -5.80
H -2.85 3.89 -6.07
H -1.21 4.22 -6.64
H -2.05 5.38 -5.61
H -3.12 3.94 -3.43
H -2.21 2.83 -1.41
H 1.02 -2.56 1.47
H -2.54 -1.73 1.76
H -3.66 -1.61 3.94
H -2.40 -2.07 6.02
H -0.01 -2.64 5.89
*
```



A structure of composition C19H20AsClN3O5SV at a distorted geometry, computed with wB97M-V/def2-TZVPD.

Results
LUMO level (spin up / spin down) (eV): -7.1 / -6.2
Total energy (Eh): -5313.8643
HOMO energy (spin up / spin down) (eV): -15.017 / -15.020
HOMO-LUMO gap (spin up / spin down) (eV): 7.9 / 8.8
ΔE to the lowest compared entry with this formula, charge and spin (kcal/mol): 32.2

```
! RIJCOSX wB97M-V def2-TZVPD def2/J DEFGRID3
* xyz 2 3
V 2.19 0.32 -0.26
N 2.31 2.60 -1.41
N 2.94 3.47 -0.51
C 2.92 3.23 0.80
N 3.57 4.05 1.60
S 2.02 1.94 1.50
H 2.94 2.43 -2.19
H 1.46 3.04 -1.75
H 3.50 4.22 -0.88
H 4.07 4.86 1.27
H 3.58 3.87 2.60
O 5.73 -1.08 -0.42
Cl 4.49 -0.46 -0.38
O 3.67 -0.74 0.85
O 3.51 -0.88 -1.45
O 4.46 1.00 -0.49
O 0.50 0.29 -0.73
As -0.98 -0.56 -0.15
C -2.05 -0.67 -1.68
C -3.42 -0.90 -1.51
C -4.22 -1.05 -2.62
C -3.66 -0.98 -3.89
C -2.30 -0.76 -4.06
C -1.48 -0.60 -2.95
C -1.71 0.53 1.19
C -1.27 0.44 2.51
C -1.75 1.34 3.45
C -2.65 2.32 3.06
C -3.07 2.42 1.74
C -2.60 1.53 0.80
C -0.23 -2.19 0.44
C 0.67 -2.82 -0.42
C 1.26 -4.02 -0.04
C 0.93 -4.58 1.19
C 0.01 -3.97 2.03
C -0.58 -2.77 1.66
H -3.86 -0.97 -0.52
H -5.28 -1.23 -2.51
H -4.29 -1.10 -4.76
H -1.88 -0.70 -5.05
H -0.42 -0.42 -3.08
H -0.56 -0.32 2.82
H -1.43 1.26 4.48
H -3.03 3.02 3.80
H -3.78 3.19 1.45
H -2.94 1.60 -0.23
H 0.91 -2.41 -1.39
H 1.95 -4.52 -0.70
H 1.39 -5.52 1.49
H -0.25 -4.43 2.98
H -1.31 -2.32 2.31
*
```



A structure of composition C19H20ClN5PY at a distorted geometry, computed with wB97M-V/def2-TZVPD.

Results
LUMO level (spin up / spin down) (eV): -10.6 / -10.6
Total energy (Eh): -1848.8419
HOMO energy (spin up / spin down) (eV): -14.742 / -14.748
HOMO-LUMO gap (spin up / spin down) (eV): 4.1 / 4.1

```
! RIJCOSX wB97M-V def2-TZVPD def2/J DEFGRID3
* xyz 2 1
Y -0.02 -0.02 2.04
Cl 2.25 -0.50 1.96
P -0.18 -0.01 -0.59
C -0.85 1.52 -1.18
C -2.02 1.52 -1.95
C -2.49 2.72 -2.49
C -1.81 3.91 -2.26
C -0.65 3.91 -1.48
C -0.18 2.73 -0.93
C 1.49 -0.18 -1.19
C 2.19 -1.38 -0.95
C 3.44 -1.57 -1.50
C 4.02 -0.56 -2.29
C 3.33 0.63 -2.51
C 2.07 0.83 -1.96
C -1.15 -1.35 -1.24
C -1.74 -2.33 -0.43
C -2.53 -3.31 -1.01
C -2.72 -3.35 -2.39
C -2.11 -2.38 -3.20
C -1.33 -1.38 -2.62
H 1.74 -2.14 -0.31
H 3.98 -2.49 -1.32
H 5.01 -0.71 -2.72
H 3.78 1.42 -3.11
H 1.54 1.76 -2.13
H -2.55 0.59 -2.14
H -3.40 2.71 -3.09
H -2.19 4.84 -2.68
H -0.12 4.84 -1.29
H 0.73 2.72 -0.32
H -1.58 -2.31 0.65
H -2.99 -4.07 -0.38
H -3.32 -4.13 -2.85
H -2.25 -2.40 -4.28
H -0.87 -0.61 -3.25
H -1.34 1.18 1.81
H -1.72 -0.59 1.83
N 1.85 0.62 7.15
N 1.02 0.17 6.13
N -0.05 -0.64 6.35
C -0.54 -0.80 5.12
N 0.18 -0.12 4.21
N 1.21 0.51 4.88
H 2.63 1.22 6.94
H 1.67 0.34 8.11
H -1.40 -1.39 4.86
*
```



A structure of composition C19H20CuN6OS3, computed with wB97M-V/def2-TZVPD.

Results
LUMO level (spin up / spin down) (eV): -0.3 / -0.8
Total energy (Eh): -3974.8095
HOMO energy (spin up / spin down) (eV): -7.438 / -7.464
HOMO-LUMO gap (spin up / spin down) (eV): 7.2 / 6.7
ΔE to the lowest compared entry with this formula, charge and spin (kcal/mol): 0.0

```
! RIJCOSX wB97M-V def2-TZVPD def2/J DEFGRID3
* xyz 0 2
Cu -0.08 0.32 -0.01
N 0.08 -4.18 -0.65
C -0.19 -2.87 -0.47
S -0.17 -1.83 -1.83
N -0.51 -2.59 0.80
N -0.73 -1.29 1.02
C -1.30 -0.95 2.12
C -1.64 0.46 2.30
C -2.22 0.94 3.47
C -2.53 2.29 3.55
C -2.27 3.12 2.47
C -1.70 2.56 1.34
N -1.39 1.26 1.25
H 0.40 -4.50 -1.54
H 0.16 -4.77 0.17
H -1.58 -1.71 2.85
H -2.40 0.27 4.29
H -2.97 2.69 4.46
H -2.50 4.17 2.50
H -1.48 3.16 0.47
C 10.84 -1.40 -1.57
C 9.36 -1.22 -1.29
O 8.50 -1.64 -2.00
S 9.06 -0.30 0.22
C 7.30 -0.17 0.21
C 6.51 -1.26 0.55
C 5.14 -1.17 0.52
C 4.51 0.03 0.16
C 5.31 1.13 -0.17
C 6.69 1.03 -0.15
C 3.08 0.12 0.10
C 1.86 0.17 0.07
H 11.01 -2.42 -1.91
H 11.46 -1.18 -0.70
H 11.11 -0.71 -2.37
H 6.99 -2.20 0.83
H 4.52 -2.02 0.78
H 4.84 2.06 -0.44
H 7.31 1.88 -0.41
C 0.48 -0.10 -5.12
N -0.07 0.77 -4.10
C 0.56 1.08 -2.97
N 1.82 0.72 -2.82
S -0.28 1.98 -1.76
H -0.30 -0.30 -5.86
H 0.78 -1.06 -4.69
H 1.33 0.36 -5.62
H -1.05 1.01 -4.13
H 2.20 -0.01 -3.41
H 2.18 0.73 -1.86
*
```



Molecular weight
In order: 397.46 563.77 473.74 508.16
Unit: g/mol